# 1
Here is a molecular structure, C31H46AgAs2FN5O3 at a distorted geometry from the OMol25 dataset. Energies are from the ωB97M-V functional and the def2-TZVPD basis.

Positions of all 89 atoms, in Å:
Ag (-0.002, -0.064, -0.221)
N (-1.853, -1.649, 0.673)
C (-2.928, -2.021, -0.247)
C (-3.017, -1.024, -1.412)
C (-2.617, -1.606, -2.768)
C (-1.128, -1.912, -2.910)
N (-0.322, -0.723, -2.650)
H (-1.656, -2.418, 1.305)
H (-2.161, -0.868, 1.247)
H (-3.898, -2.071, 0.268)
H (-2.714, -3.024, -0.625)
H (-2.357, -0.179, -1.185)
H (-4.035, -0.646, -1.499)
H (-2.889, -0.878, -3.536)
H (-3.185, -2.520, -2.960)
H (-0.956, -2.314, -3.922)
H (-0.824, -2.680, -2.184)
H (-0.755, 0.099, -3.062)
H (0.597, -0.823, -3.064)
C (1.096, -3.831, 0.876)
As (1.577, -2.325, -0.298)
C (2.270, -3.414, -1.798)
C (3.209, -1.892, 0.688)
C (4.455, -2.314, 0.248)
C (5.593, -2.089, 1.001)
C (5.490, -1.443, 2.219)
C (4.257, -0.978, 2.642)
C (3.108, -1.180, 1.888)
As (1.400, -0.347, 2.391)
C (1.419, -0.786, 4.338)
C (2.153, 1.468, 2.511)
H (0.273, -4.396, 0.437)
H (0.788, -3.449, 1.850)
H (1.950, -4.497, 1.012)
H (2.900, -4.239, -1.463)
H (2.829, -2.800, -2.505)
H (1.414, -3.838, -2.326)
H (4.545, -2.823, -0.705)
H (6.556, -2.424, 0.644)
H (6.369, -1.288, 2.829)
H (4.202, -0.445, 3.583)
H (0.572, -0.314, 4.839)
H (2.335, -0.457, 4.827)
H (1.326, -1.865, 4.469)
H (2.911, 1.536, 3.292)
H (1.373, 2.202, 2.705)
H (2.616, 1.708, 1.553)
F (-0.670, 2.745, 6.322)
C (-1.035, 3.365, 5.165)
C (-1.006, 2.656, 3.993)
C (-1.412, 3.245, 2.796)
C (-1.377, 2.446, 1.562)
O (-1.071, 1.246, 1.601)
C (-1.772, 3.172, 0.385)
C (-2.239, 4.436, 0.482)
N (-2.314, 5.150, 1.648)
C (-2.918, 6.450, 1.667)
C (-2.060, 7.674, 1.860)
C (-2.710, 7.411, 0.538)
C (-1.876, 4.576, 2.811)
C (-1.861, 5.288, 4.018)
C (-1.433, 4.709, 5.201)
N (-1.380, 5.469, 6.377)
C (-2.439, 6.338, 6.797)
C (-1.863, 7.723, 7.123)
N (-0.828, 7.551, 8.180)
C (0.249, 6.621, 7.736)
C (-0.379, 5.267, 7.385)
C (-1.641, 2.558, -1.041)
O (-2.538, 2.823, -1.831)
O (-0.589, 1.910, -1.232)
H (-0.685, 1.624, 3.971)
H (-2.593, 4.933, -0.409)
H (-3.898, 6.451, 2.139)
H (-0.993, 7.521, 1.919)
H (-2.431, 8.478, 2.477)
H (-2.070, 7.113, -0.276)
H (-3.550, 8.016, 0.240)
H (-2.173, 6.319, 4.026)
H (-2.944, 5.939, 7.695)
H (-3.188, 6.424, 6.011)
H (-2.642, 8.402, 7.475)
H (-1.381, 8.145, 6.240)
H (-1.282, 7.142, 9.007)
H (-0.431, 8.460, 8.441)
H (0.988, 6.511, 8.531)
H (0.727, 7.051, 6.856)
H (-0.794, 4.803, 8.295)
H (0.403, 4.611, 7.007)

Output
- Highest occupied orbital energy: -0.325 Ha
- Charge: +1
- DFT total energy: -6426.4820 a.u.
- Gap between HOMO and LUMO: 5.56 eV
- Relative energy (zero: lowest compared OMol25 entry of this formula, charge and spin): 1.3 kcal/mol

Charges computed using Mulliken, reported in e:
1. Ag 0.534
2. N -0.308
3. C -0.917
4. C 0.814
5. C -1.371
6. C -0.231
7. N -0.510
8. H 0.203
9. H 0.044
10. H 0.311
11. H 0.434
12. H -0.657
13. H 0.480
14. H 0.460
15. H 0.378
16. H 0.353
17. H -0.002
18. H 0.246
19. H 0.240
20. C -1.221
21. As 0.930
22. C -1.516
23. C 0.232
24. C -0.350
25. C -0.663
26. C -0.893
27. C -0.343
28. C -0.009
29. As 0.640
30. C -1.292
31. C -1.123
32. H 0.389
33. H 0.318
34. H 0.473
35. H 0.465
36. H 0.438
37. H 0.374
38. H 0.340
39. H 0.396
40. H 0.395
41. H 0.189
42. H 0.425
43. H 0.369
44. H 0.357
45. H 0.448
46. H 0.279
47. H 0.368
48. F -0.397
49. C -0.138
50. C -0.401
51. C 0.590
52. C 0.545
53. O -0.215
54. C -0.295
55. C -0.153
56. N 0.241
57. C -0.253
58. C -0.459
59. C -0.993
60. C 0.005
61. C -0.730
62. C -0.548
63. N 0.306
64. C -0.815
65. C -0.699
66. N -0.098
67. C -0.845
68. C -0.602
69. C 0.060
70. O -0.729
71. O -0.813
72. H 0.703
73. H 0.713
74. H 0.428
75. H 0.227
76. H 0.303
77. H 0.342
78. H 0.261
79. H 0.658
80. H 0.269
81. H 0.495
82. H 0.394
83. H 0.447
84. H 0.391
85. H 0.356
86. H 0.417
87. H 0.354
88. H 0.317
89. H 0.447

=====

# 2
Here is 2 unconnected molecules or ions with the total composition C15H30F3N3O4 at a distorted geometry from the OMol25 dataset. Energies are from the ωB97M-V functional and the def2-TZVPD basis.

Positions of all 55 atoms, in Å:
N (-1.214, -6.464, 1.449)
N (-1.567, -5.475, 2.408)
C (-2.362, -4.412, 1.824)
O (-1.664, -3.772, 0.776)
C (-2.566, -3.349, 2.917)
C (-1.597, -2.205, 2.825)
O (-0.225, -2.624, 2.979)
C (0.631, -1.670, 2.447)
C (1.178, -2.120, 1.094)
F (2.391, -1.553, 0.833)
F (1.356, -3.422, 1.088)
F (0.385, -1.781, 0.070)
C (-3.725, -4.875, 1.237)
O (-3.699, -5.794, 0.373)
O (-4.760, -4.295, 1.631)
H (-1.965, -7.144, 1.372)
H (-0.395, -6.968, 1.767)
H (-2.043, -5.863, 3.213)
H (-1.319, -4.463, 0.198)
H (-3.584, -2.970, 2.911)
H (-2.418, -3.844, 3.879)
H (-1.763, -1.639, 1.910)
H (-1.791, -1.512, 3.657)
H (1.460, -1.545, 3.147)
H (0.144, -0.693, 2.376)
C (1.523, 5.304, -3.588)
C (0.643, 4.057, -3.523)
C (-0.292, 4.017, -2.312)
C (0.328, 4.013, -0.925)
N (1.015, 2.746, -0.473)
C (0.235, 1.478, -0.767)
C (0.841, 0.896, -2.025)
C (2.320, 1.270, -1.937)
C (2.382, 2.564, -1.123)
C (1.189, 2.855, 1.013)
H (2.216, 5.367, -2.745)
H (2.121, 5.291, -4.498)
H (0.918, 6.212, -3.598)
H (1.274, 3.168, -3.574)
H (0.021, 4.030, -4.420)
H (-0.989, 3.183, -2.416)
H (-0.920, 4.911, -2.357)
H (-0.470, 4.181, -0.201)
H (1.048, 4.822, -0.805)
H (0.393, 0.795, 0.066)
H (-0.824, 1.710, -0.836)
H (0.374, 1.315, -2.916)
H (0.701, -0.182, -2.075)
H (2.768, 1.390, -2.922)
H (2.880, 0.486, -1.428)
H (2.603, 3.439, -1.727)
H (3.129, 2.498, -0.337)
H (0.204, 2.894, 1.472)
H (1.750, 3.761, 1.230)
H (1.731, 1.980, 1.364)

Output
- Highest occupied orbital energy: -0.209 Ha
- DFT total energy: -1354.2491 a.u.
- Gap between HOMO and LUMO: 4.87 eV

Charges computed using Mulliken, reported in e:
1. N -0.637
2. N -0.294
3. C 1.256
4. O -0.499
5. C -1.597
6. C -0.340
7. O -0.342
8. C -0.758
9. C 1.036
10. F -0.341
11. F -0.255
12. F -0.243
13. C 0.277
14. O -0.729
15. O -0.756
16. H 0.208
17. H 0.211
18. H 0.263
19. H 0.342
20. H 0.393
21. H 0.391
22. H 0.354
23. H 0.408
24. H 0.359
25. H 0.349
26. C -1.435
27. C -0.100
28. C -0.724
29. C -0.840
30. N 0.372
31. C -0.480
32. C -0.491
33. C -0.767
34. C -0.271
35. C -1.251
36. H 0.296
37. H 0.380
38. H 0.378
39. H 0.020
40. H 0.450
41. H 0.272
42. H 0.543
43. H 0.395
44. H 0.525
45. H 0.009
46. H 0.325
47. H 0.266
48. H 0.508
49. H 0.397
50. H 0.339
51. H 0.106
52. H 0.387
53. H 0.441
54. H 0.388
55. H 0.505

=====

# 3
Here is 2 unconnected molecules or ions with the total composition C4H7NOS at a distorted geometry from the OMol25 dataset. Energies are from the ωB97M-V functional and the def2-TZVPD basis.

Positions of all 14 atoms, in Å:
C (-3.153, 0.218, 0.289)
C (-1.666, -2.150, 0.296)
C (-0.116, 0.690, 0.023)
C (-0.566, -0.387, -0.932)
N (-0.598, -1.718, -0.418)
O (-2.115, -3.116, 0.814)
S (-3.595, 1.578, -0.377)
H (-3.194, 0.073, 1.386)
H (0.823, 0.448, 0.482)
H (-0.120, 1.696, -0.520)
H (-0.762, 0.730, 0.855)
H (-1.584, -0.273, -1.332)
H (0.079, -0.436, -1.830)
H (0.155, -2.352, -0.463)

Output
- Highest occupied orbital energy (alpha / beta): -0.291 / -0.271 Ha
- DFT total energy: -684.6403 a.u.
- Gap between HOMO and LUMO (alpha / beta): 7.67 / 6.93 eV
- Relative energy (zero: lowest compared OMol25 entry of this formula, charge and spin): 104.6 kcal/mol

Charges computed using Mulliken, reported in e:
1. C -0.313
2. C 0.270
3. C -1.072
4. C -0.511
5. N -0.064
6. O -0.419
7. S -0.129
8. H 0.292
9. H 0.414
10. H 0.252
11. H 0.334
12. H 0.393
13. H 0.348
14. H 0.206

=====

# 4
Here is C3H5NO2S in the gas phase at a distorted geometry from the OMol25 dataset. Energies are from the ωB97M-V functional and the def2-TZVPD basis.

Positions of all 12 atoms, in Å:
C (0.354, -0.641, 0.016)
C (-0.526, -1.643, -0.133)
C (-0.154, 0.720, 0.473)
N (-1.321, 1.059, -0.225)
O (-3.575, 0.195, -0.480)
O (-1.818, -1.584, 0.150)
S (-2.545, 0.184, 0.408)
H (1.280, -0.668, -0.381)
H (-0.374, -2.617, -0.630)
H (-0.469, 0.718, 1.517)
H (0.626, 1.436, 0.449)
H (-1.108, 1.095, -1.159)

Output
- Highest occupied orbital energy: -0.323 Ha
- DFT total energy: -720.6423 a.u.
- Gap between HOMO and LUMO: 9.56 eV
- Relative energy (zero: lowest compared OMol25 entry of this formula, charge and spin): 65.4 kcal/mol

Charges computed using Mulliken, reported in e:
1. C -0.534
2. C 0.045
3. C -0.592
4. N -0.307
5. O -0.444
6. O -0.517
7. S 0.648
8. H 0.392
9. H 0.352
10. H 0.294
11. H 0.355
12. H 0.308

=====

# 5
Here is C5H12BNO in the gas phase at a distorted geometry from the OMol25 dataset. Energies are from the ωB97M-V functional and the def2-TZVPD basis.

Positions of all 20 atoms, in Å:
H (-1.892, 1.989, 0.888)
N (-1.038, 1.780, 0.315)
C (-0.838, 0.582, 0.137)
C (-1.749, -0.496, 0.672)
C (-2.958, -0.675, -0.264)
O (0.234, 0.152, -0.537)
B (1.551, -0.025, -0.314)
C (2.602, -0.623, -1.443)
C (2.097, 0.751, 0.982)
H (-2.080, -0.270, 1.672)
H (-1.286, -1.470, 0.782)
H (-2.783, -1.137, -1.326)
H (-3.572, -1.433, 0.157)
H (-3.463, 0.264, -0.407)
H (2.848, -1.696, -1.209)
H (3.555, -0.103, -1.353)
H (2.318, -0.450, -2.574)
H (3.081, 0.797, 0.946)
H (1.733, 0.289, 1.889)
H (1.641, 1.773, 0.988)

Output
- Structure (SMILES): [H]/N=C(\CC)OB(C)C
- Highest occupied orbital energy: -0.364 Ha
- DFT total energy: -352.5690 a.u.
- Gap between HOMO and LUMO: 10.56 eV
- Relative energy (zero: lowest compared OMol25 entry of this formula, charge and spin): 16.7 kcal/mol

Charges computed using Mulliken, reported in e:
1. H 0.277
2. N -0.629
3. C 0.613
4. C -0.560
5. C -1.053
6. O -0.708
7. B 0.688
8. C -0.938
9. C -1.172
10. H 0.378
11. H 0.263
12. H 0.243
13. H 0.390
14. H 0.300
15. H 0.300
16. H 0.296
17. H 0.214
18. H 0.419
19. H 0.332
20. H 0.346

=====

# 6
Here is a molecular structure, C20H26Br45IO5P2 at a distorted geometry from the OMol25 dataset. Energies are from the ωB97M-V functional and the def2-TZVPD basis.

Positions of all 99 atoms, in Å:
C (4.688, -0.685, -1.485)
C (3.702, 0.312, -2.268)
C (2.445, -0.401, -2.969)
I (2.309, 0.207, -5.102)
C (1.045, 0.118, -2.281)
O (0.050, -0.893, -2.679)
C (-0.629, -1.408, -1.535)
O (-1.128, -2.564, -1.601)
P (0.489, 1.749, -3.088)
P (0.954, 3.476, -1.851)
O (2.263, 3.373, -1.064)
O (1.154, 4.796, -2.948)
O (-0.341, 3.800, -0.762)
H (4.486, -0.554, -0.355)
H (5.763, -0.295, -1.631)
H (4.581, -1.783, -1.762)
H (3.264, 1.029, -1.477)
H (4.261, 0.964, -3.031)
H (2.483, -1.541, -2.977)
H (1.149, 0.177, -1.151)
H (-0.751, -0.793, -0.585)
H (-0.955, 1.692, -3.150)
H (1.518, 4.401, -3.781)
H (-0.400, 2.962, -0.240)
C (1.587, -0.904, 2.848)
Br (1.239, -0.415, 4.692)
Br (0.580, -2.488, 2.331)
Br (1.288, 0.595, 1.664)
H (2.643, -1.160, 2.779)
C (0.575, -5.827, 0.146)
Br (0.205, -6.418, 1.958)
Br (-0.279, -6.987, -1.159)
Br (0.133, -3.945, -0.101)
H (1.649, -5.915, -0.006)
C (-1.552, -5.884, -4.912)
Br (-0.456, -5.264, -6.388)
Br (-1.238, -7.760, -4.520)
Br (-1.339, -4.769, -3.340)
H (-2.590, -5.795, -5.227)
C (-3.108, 0.800, 5.730)
Br (-1.904, 1.596, 4.435)
Br (-2.846, -1.116, 5.874)
Br (-2.995, 1.675, 7.457)
H (-4.120, 0.956, 5.360)
C (1.356, 1.907, 8.699)
Br (0.994, 2.404, 10.539)
Br (0.361, 0.329, 8.170)
Br (1.063, 3.388, 7.482)
H (2.412, 1.651, 8.640)
C (-4.241, 2.067, -3.521)
Br (-3.332, 1.449, -1.921)
Br (-3.127, 3.273, -4.550)
Br (-4.893, 0.598, -4.603)
H (-5.109, 2.636, -3.193)
C (2.157, 7.915, -4.055)
Br (2.821, 9.075, -2.652)
Br (0.710, 8.742, -5.050)
Br (3.580, 7.306, -5.224)
H (1.745, 7.031, -3.570)
C (-5.852, -2.553, -2.467)
Br (-5.572, -3.692, -4.012)
Br (-7.724, -2.459, -1.970)
Br (-4.734, -3.080, -0.972)
H (-5.547, -1.548, -2.753)
C (-7.026, -0.492, 4.077)
Br (-5.812, 0.308, 2.792)
Br (-6.763, -2.407, 4.222)
Br (-6.921, 0.383, 5.805)
H (-8.036, -0.336, 3.701)
C (-0.571, -10.966, 0.967)
Br (-2.009, -9.703, 1.281)
Br (0.679, -10.319, -0.366)
Br (0.325, -11.462, 2.614)
H (-1.024, -11.870, 0.566)
C (-4.011, 6.335, -7.416)
Br (-2.241, 6.094, -6.657)
Br (-3.931, 6.777, -9.302)
Br (-5.154, 4.803, -7.082)
H (-4.462, 7.185, -6.909)
C (4.347, -12.615, -1.840)
Br (3.635, -13.141, -3.566)
Br (4.484, -10.687, -1.674)
Br (3.341, -13.398, -0.377)
H (5.358, -13.012, -1.778)
C (-1.209, 6.545, 9.232)
Br (-1.968, 4.942, 8.448)
Br (0.525, 6.965, 8.474)
Br (-2.428, 8.049, 9.125)
H (-1.051, 6.337, 10.289)
C (3.973, 4.893, 11.240)
Br (2.534, 6.133, 11.628)
Br (5.321, 5.689, 10.095)
Br (4.746, 4.157, 12.860)
H (3.537, 4.062, 10.689)
C (4.924, 5.151, -8.813)
Br (6.588, 5.382, -7.843)
Br (5.221, 4.467, -10.603)
Br (3.661, 4.060, -7.825)
H (4.478, 6.138, -8.919)

Output
- Highest occupied orbital energy: -0.321 Ha
- DFT total energy: -117964.6724 a.u.
- Gap between HOMO and LUMO: 8.00 eV

Charges computed using Mulliken, reported in e:
1. C -1.015
2. C 0.088
3. C -0.682
4. I 0.056
5. C 0.333
6. O -0.262
7. C 0.083
8. O -0.437
9. P 0.233
10. P 0.782
11. O -0.652
12. O -0.428
13. O -0.499
14. H 0.206
15. H 0.278
16. H 0.291
17. H -0.006
18. H 0.382
19. H 0.554
20. H -0.265
21. H 0.487
22. H -0.218
23. H 0.305
24. H 0.335
25. C -0.454
26. Br 0.013
27. Br -0.009
28. Br -0.027
29. H 0.407
30. C -0.343
31. Br -0.061
32. Br 0.060
33. Br 0.033
34. H 0.447
35. C -0.322
36. Br -0.047
37. Br -0.087
38. Br 0.133
39. H 0.316
40. C 0.023
41. Br 0.025
42. Br 0.009
43. Br -0.014
44. H -0.056
45. C -0.272
46. Br -0.058
47. Br -0.100
48. Br 0.046
49. H 0.390
50. C -0.447
51. Br 0.025
52. Br 0.092
53. Br -0.003
54. H 0.434
55. C 0.182
56. Br -0.006
57. Br -0.022
58. Br 0.029
59. H -0.149
60. C 0.238
61. Br -0.027
62. Br -0.049
63. Br 0.020
64. H -0.228
65. C -0.335
66. Br 0.020
67. Br 0.004
68. Br -0.026
69. H 0.349
70. C -0.335
71. Br -0.052
72. Br 0.039
73. Br -0.039
74. H 0.381
75. C -0.343
76. Br -0.019
77. Br -0.024
78. Br -0.047
79. H 0.392
80. C -0.315
81. Br -0.007
82. Br -0.020
83. Br -0.008
84. H 0.332
85. C -0.298
86. Br 0.049
87. Br -0.042
88. Br -0.043
89. H 0.325
90. C 0.082
91. Br 0.013
92. Br -0.013
93. Br -0.017
94. H -0.080
95. C -0.322
96. Br -0.010
97. Br -0.044
98. Br 0.042
99. H 0.323

=====

Question: Look up the DFT total energy of the sixth one.
Answer: -117964.6724 a.u.